One molecule with the formula C5H10O, computed with ωB97M-V/def2-TZVPD.

CARTESIAN COORDINATES (ANGSTROEM)
C  1.456  -1.269  -0.183
C  0.593  -0.001  -0.226
C  0.644  0.903  1.022
C  -0.833  -0.393  -0.621
O  -1.059  -1.478  -1.114
C  -1.971  0.576  -0.377
H  1.660  -1.613  -1.201
H  0.938  -2.091  0.320
H  2.412  -1.092  0.317
H  0.961  0.615  -1.061
H  -0.033  0.575  1.818
H  0.375  1.935  0.768
H  1.655  0.932  1.441
H  -2.291  0.496  0.670
H  -1.696  1.619  -0.558
H  -2.810  0.286  -1.013

Forces on the atoms, in the same order (eV/Å):
0.070 -0.004 0.025
0.008 -0.022 -0.074
-0.017 0.000 0.044
-0.072 -0.217 -0.126
0.043 0.379 0.147
-0.048 0.029 -0.025
-0.037 0.022 0.186
0.082 0.177 0.039
-0.119 0.073 -0.062
-0.106 -0.060 0.044
0.124 -0.076 -0.111
-0.018 -0.202 0.066
-0.125 -0.058 -0.125
0.088 0.032 -0.135
0.024 -0.146 0.017
0.106 0.074 0.092

Results
orbital gap	10.5	eV
charge	0
energy relative to the best compared isomer or geometry (same formula, charge and spin)	12.5	kJ/mol
HOMO energy	-9.53	eV
structure (SMILES)	CC(=O)C(C)C